This record from OMol25 describes a molecular structure, C8H13AuCl3F5GeNOSTe. The level of theory is ωB97M-V/def2-TZVPD.

The geometry in XYZ format:
```
35
Properties=species:S:1:pos:R:3:lowdin_charge:R:1
Au 0.06521 -0.69965 0.20330 0.83
C -3.24160 -2.91605 -1.59295 -0.05
C -2.54980 -1.59392 -1.19916 -0.70
C -2.62251 -0.59376 -2.38451 -0.02
C -3.25805 -0.98249 0.01453 -0.07
C -1.12078 -1.81610 -0.97128 0.01
H -4.29570 -2.73109 -1.80392 0.09
H -3.18398 -3.63912 -0.77753 0.09
H -2.78159 -3.35436 -2.48059 0.08
H -3.67576 -0.43791 -2.61549 0.10
H -2.11535 -0.97382 -3.27341 0.09
H -2.17163 0.36130 -2.11148 0.06
H -4.30956 -0.81482 -0.22712 0.09
H -2.81070 -0.02662 0.28860 0.03
H -3.19747 -1.64666 0.87686 0.09
H -0.68666 -2.61833 -1.58013 0.06
Cl -0.24005 2.78258 -1.65776 0.09
Ge -0.47202 3.02748 0.51824 -0.12
Cl 0.08486 5.07866 0.88213 0.12
Cl -2.61678 2.88754 0.78213 0.11
F 1.14688 0.44736 4.37290 -0.36
Te 1.36865 0.98237 2.61526 1.66
F 2.04834 1.61458 0.98469 -0.42
F 1.00764 2.73002 3.13722 -0.39
F 3.10314 1.37272 3.16774 -0.36
F 2.12800 -0.68260 2.21714 -0.40
O -0.30286 0.56887 2.07837 -0.70
S 4.16294 0.51188 -2.07814 1.04
C 4.42234 -0.85246 -1.08457 -0.38
C 3.24090 -1.29894 -0.59739 -0.25
N 2.14116 -0.57912 -1.00520 -0.12
C 2.49004 0.40242 -1.78891 -0.50
H 5.41032 -1.24519 -0.91283 0.07
H 3.10541 -2.14259 0.06152 0.11
H 1.78540 1.11212 -2.19688 0.02
```

Results
Largest force on an atom: 2.4 eV/A
Multiplicity: 2
M: 769.79 g/mol
ΔE to the lowest compared entry with this formula, charge and spin: 107.7 kJ/mol
HOMO energy (spin up / spin down): -8.925 / -9.128 eV
Net charge: 0
Energy: -141536.003 eV